# 1
{"formula": "C3H10KNOP", "method": "the ωB97M-V functional and the def2-TZVPD basis", "charge": 1, "e_lumo_ev": -4.2, "gap_ev": 8.662, "largest_force_ha_per_bohr": 0.0777, "symbols": ["N", "C", "O", "C", "C", "P", "H", "H", "H", "H", "H", "H", "H", "H", "H", "H", "K"], "xyz": [[2.23, -0.26, 0.07], [1.46, 0.66, -0.77], [1.89, 0.92, -1.86], [0.24, 1.39, -0.24], [-0.77, 0.63, 0.61], [-1.56, -0.87, -0.19], [2.68, 0.27, 0.81], [1.67, -0.98, 0.49], [-0.23, 1.84, -1.09], [0.62, 2.19, 0.36], [-0.31, 0.36, 1.56], [-1.58, 1.30, 0.85], [-2.30, -0.12, -1.14], [-2.22, -1.22, 1.03], [-0.26, -1.41, -0.44], [-2.07, -2.10, -0.80], [0.48, -2.60, 0.75]]}

=====

# 2
{"formula": "C3H10N", "method": "the ωB97M-V functional and the def2-TZVPD basis", "charge": 1, "e_lumo_ev": -3.9, "gap_ev": 12.159, "relative_energy_kcal_mol": 26.1, "largest_force_ha_per_bohr": 0.0804, "smiles": "CCC[NH3+]", "symbols": ["C", "C", "C", "N", "H", "H", "H", "H", "H", "H", "H", "H", "H", "H"], "xyz": [[-0.82, -1.37, -1.14], [-0.67, -0.14, -0.19], [0.67, 0.33, -0.09], [0.90, 1.13, 1.26], [-0.15, -2.21, -0.78], [-0.86, -1.07, -2.19], [-1.86, -1.75, -0.97], [-1.15, -0.32, 0.89], [-1.23, 0.70, -0.72], [0.81, 1.13, -0.76], [1.53, -0.35, -0.08], [1.95, 1.45, 1.43], [0.60, 0.50, 2.05], [0.28, 1.98, 1.29]]}

=====

# 3
{"formula": "C3H10N2", "method": "the ωB97M-V functional and the def2-TZVPD basis", "e_lumo_ev": 1.1, "gap_ev": 10.224, "relative_energy_kcal_mol": 51.7, "largest_force_ha_per_bohr": 0.0493, "smiles": "C=N.CCN", "symbols": ["C", "N", "H", "H", "H", "C", "C", "N", "H", "H", "H", "H", "H", "H", "H"], "xyz": [[-2.53, 0.70, -0.91], [-2.48, 0.39, 0.32], [-2.20, 1.66, -1.32], [-3.01, 0.09, -1.69], [-2.74, 1.22, 0.86], [1.46, -0.42, 1.40], [1.02, -0.98, 0.01], [1.11, 0.17, -0.93], [2.25, 0.29, 1.15], [1.67, -1.13, 2.19], [0.66, 0.24, 1.76], [-0.06, -1.16, 0.06], [1.68, -1.75, -0.39], [1.30, -0.11, -1.88], [1.86, 0.78, -0.64]]}

=====

# 4
{"formula": "C3H10N2", "method": "the ωB97M-V functional and the def2-TZVPD basis", "e_lumo_ev": 1.1, "gap_ev": 9.583, "relative_energy_kcal_mol": 39.1, "largest_force_ha_per_bohr": 0.0560, "smiles": "C=C.NCN", "symbols": ["C", "C", "H", "H", "H", "H", "N", "C", "N", "H", "H", "H", "H", "H", "H"], "xyz": [[-1.36, 1.12, 1.23], [-2.19, 1.59, 0.31], [-1.02, 0.12, 1.49], [-0.86, 1.83, 1.88], [-2.70, 0.94, -0.39], [-2.44, 2.64, 0.20], [1.25, -1.87, 0.14], [0.93, -1.02, -1.06], [1.05, 0.38, -0.68], [2.08, -1.53, 0.58], [0.48, -2.20, 0.70], [1.71, -1.27, -1.81], [0.05, -1.36, -1.56], [0.46, 0.57, 0.11], [2.02, 0.53, -0.43]]}